1.
The following is a DFT calculation (the ωB97M-V functional and the def2-TZVPD basis) of 2 unconnected molecules or ions with the total composition CClF2O2S at a distorted geometry.

The geometry in XYZ format:
```
7
Properties=species:S:1:pos:R:3:forces:R:3
C -0.70415 -0.80297 -1.00334 0.38 -0.63 2.12
O 1.34818 0.36253 2.29970 -0.20 -0.08 -1.31
O 0.25504 2.41249 1.82602 -0.35 0.17 -0.87
F -0.88683 -2.11691 -1.46407 -0.05 0.16 -0.22
F 0.55895 -0.49955 -1.44911 1.07 -0.04 -0.47
S 0.76282 1.18742 1.24906 0.37 -0.39 1.93
Cl -1.72497 0.22337 -2.01897 -1.22 0.82 -1.18
```
Forces are in eV/Å.

Total charge ... -1
2S+1 ... 1
E_LUMO (spin up / spin down) ... 2.617 / 2.616 eV
Max |F| ... 2.2 eV Å⁻¹
Kohn-Sham gap (spin up / spin down) ... 0.211 / 0.210 hartree


2.
The following is a DFT calculation (the ωB97M-V functional and the def2-TZVPD basis) of a single CClFO2 molecule at a distorted geometry.

The geometry in XYZ format:
```
5
Properties=species:S:1:pos:R:3:forces:R:3
C -0.22861 0.44532 0.32002 3.52 -3.01 -1.01
O 0.63998 0.83115 1.00225 -0.56 -0.34 -1.19
O 0.01998 -0.84136 -0.86792 -0.78 3.01 2.48
F 1.38537 -1.07254 -0.79219 0.49 -0.12 -0.02
Cl -1.81672 0.63744 0.33785 -2.67 0.46 -0.26
```
Forces are in eV/Å.

2S+1 ... 1
E_LUMO ... -0.023 eV
Max |F| ... 4.7 eV Å⁻¹
Kohn-Sham gap ... 0.415 hartree


3.
The following is a DFT calculation (the ωB97M-V functional and the def2-TZVPD basis) of a molecular structure, CClI3O2S at a distorted geometry.

The geometry in XYZ format:
```
8
Properties=species:S:1:pos:R:3:forces:R:3
C 1.82249 -0.42255 -0.93933 1.35 -1.14 -1.74
O -3.28318 -0.57081 0.03846 -1.51 -1.67 -1.17
O -1.06779 -0.36465 1.01784 -1.19 -0.67 0.07
S -2.50662 0.34044 0.75615 1.67 1.56 0.72
Cl -1.77253 1.74906 -0.66775 -0.71 0.25 -0.07
I 3.38697 1.26436 -0.45937 -0.90 -0.73 0.13
I 0.68612 0.37105 0.61548 1.62 1.73 2.07
I 2.73455 -2.36690 -0.36148 -0.33 0.67 -0.02
```
Forces are in eV/Å.

2S+1 ... 1
E_LUMO (spin up / spin down) ... -2.158 / -2.158 eV
Max |F| ... 3.1 eV Å⁻¹
Kohn-Sham gap (spin up / spin down) ... 0.239 / 0.239 hartree


4.
The following is a DFT calculation (the ωB97M-V functional and the def2-TZVPD basis) of 2 unconnected molecules or ions with the total composition CClIOS at a distorted geometry.

The geometry in XYZ format:
```
5
Properties=species:S:1:pos:R:3:forces:R:3
C -0.53120 0.23290 -0.04299 0.49 -2.56 -1.88
O -0.15172 1.17464 0.44286 0.90 2.03 0.99
S 1.16908 -1.40817 -1.17611 -1.35 1.38 -0.32
Cl 1.61420 -1.81231 0.69159 0.52 -0.53 1.18
I -2.37061 -0.75479 0.01546 -0.56 -0.31 0.02
```
Forces are in eV/Å.

2S+1 ... 1
E_LUMO (spin up / spin down) ... -1.876 / -2.122 eV
Max |F| ... 3.2 eV Å⁻¹
Kohn-Sham gap (spin up / spin down) ... 0.261 / 0.245 hartree


5.
The following is a DFT calculation (the ωB97M-V functional and the def2-TZVPD basis) of a single CClN molecule at a distorted geometry.

The geometry in XYZ format:
```
3
Properties=species:S:1:pos:R:3:forces:R:3
C -0.99849 -0.09683 1.05396 0.65 0.06 -0.98
N -0.37783 -0.03904 0.03963 3.15 0.32 -1.50
Cl 1.37632 0.13587 -1.09359 -3.79 -0.38 2.48
```
Forces are in eV/Å.

2S+1 ... 1
E_LUMO ... -3.805 eV
Max |F| ... 4.5 eV Å⁻¹
Kohn-Sham gap ... 0.307 hartree


6.
The following is a DFT calculation (the ωB97M-V functional and the def2-TZVPD basis) of a gas-phase ion, CClNO2P (charge -1) at a distorted geometry.

The geometry in XYZ format:
```
6
Properties=species:S:1:pos:R:3:forces:R:3
C -1.11745 0.50055 0.22000 2.48 -2.78 -1.70
N -1.91327 1.17222 0.64401 -2.75 1.94 1.25
O 0.50840 -0.73961 -1.75624 -0.19 0.61 -0.33
O 0.74550 -1.90674 0.99812 -1.09 5.24 -4.13
P 0.41672 -0.38352 -0.33953 0.46 -5.01 5.11
Cl 1.36010 1.35710 0.23363 1.08 0.00 -0.20
```
Forces are in eV/Å.

Total charge ... -1
2S+1 ... 1
E_LUMO ... 3.597 eV
Max |F| ... 7.2 eV Å⁻¹
Kohn-Sham gap ... 0.313 hartree


7.
The following is a DFT calculation (the ωB97M-V functional and the def2-TZVPD basis) of 2 unconnected molecules or ions with the total composition CClNO4 at a distorted geometry.

The geometry in XYZ format:
```
7
Properties=species:S:1:pos:R:3:forces:R:3
C -0.68187 -0.07361 -1.64142 0.01 0.04 0.06
N 0.70782 0.12729 1.58363 1.21 -1.18 -0.90
O -0.28408 0.48690 -2.55348 0.61 0.83 -1.47
O -1.07655 -0.62435 -0.71822 -0.63 -0.84 1.38
O -0.11411 -0.38417 2.22270 -1.09 -0.49 0.95
O 0.95724 1.22726 1.29126 0.10 1.43 -0.21
Cl 1.92198 -1.10844 0.80452 -0.22 0.21 0.19
```
Forces are in eV/Å.

2S+1 ... 1
E_LUMO ... -0.963 eV
Max |F| ... 1.9 eV Å⁻¹
Kohn-Sham gap ... 0.399 hartree


8.
The following is a DFT calculation (the ωB97M-V functional and the def2-TZVPD basis) of a single CClNS molecule at a distorted geometry.

The geometry in XYZ format:
```
4
Properties=species:S:1:pos:R:3:forces:R:3
C 0.07065 0.10658 0.08031 3.33 -0.64 -0.68
N -0.76677 0.99225 -0.06370 0.77 0.29 0.20
S -1.31420 -0.86270 -0.00431 -0.49 -0.59 0.15
Cl 2.01032 -0.23612 -0.01230 -3.61 0.94 0.33
```
Forces are in eV/Å.

2S+1 ... 1
E_LUMO ... -1.635 eV
Max |F| ... 3.7 eV Å⁻¹
Kohn-Sham gap ... 0.290 hartree


Relative energy (zero: lowest compared OMol25 entry of this formula, charge and spin), record by record: 40.0; 0.0; 94.8; 42.8; 77.2; 92.8; 0.0; 43.0 kcal per mole